No. 1
{"formula": "C33H51BrN8O4Rb", "method": "ωB97M-V/def2-TZVPD", "symbols": ["Rb", "C", "O", "C", "C", "O", "C", "C", "O", "C", "H", "H", "H", "H", "H", "H", "H", "H", "H", "H", "H", "H", "H", "H", "Br", "C", "C", "C", "C", "C", "C", "N", "N", "C", "C", "C", "C", "O", "C", "N", "C", "C", "C", "C", "H", "H", "H", "H", "H", "H", "H", "H", "H", "N", "C", "C", "C", "N", "C", "C", "N", "C", "H", "H", "H", "H", "H", "H", "H", "H", "H", "H", "H", "H", "H", "H", "H", "H", "C", "C", "N", "C", "C", "N", "C", "C", "H", "H", "H", "H", "H", "H", "H", "H", "H", "H", "H", "H"], "xyz": [[-1.08593, 0.78299, -0.25644], [-1.58029, -0.33237, 3.43378], [-2.17280, 0.46617, 2.42705], [-3.49827, 0.85271, 2.73853], [-3.89778, 1.97728, 1.80755], [-3.67896, 1.68821, 0.43576], [-4.74341, 1.09893, -0.28935], [-4.73199, -0.41399, -0.27242], [-3.50215, -0.85995, -0.81793], [-3.44961, -2.26750, -0.94817], [-1.53335, 0.20506, 4.38607], [-2.14018, -1.26205, 3.58395], [-0.56614, -0.56475, 3.10946], [-4.16787, -0.01161, 2.66186], [-3.55677, 1.22676, 3.76813], [-4.94225, 2.25368, 1.98470], [-3.28044, 2.84809, 2.02926], [-5.70895, 1.47344, 0.06549], [-4.61951, 1.43197, -1.32170], [-4.85715, -0.81195, 0.74116], [-5.57070, -0.77721, -0.87970], [-4.22814, -2.63218, -1.62566], [-2.47222, -2.51952, -1.35928], [-3.57027, -2.75934, 0.02354], [-2.53529, 5.28359, 3.94503], [-0.66386, 4.98824, 3.90481], [0.17130, 5.99583, 3.45240], [1.54130, 5.78246, 3.45218], [2.05730, 4.55533, 3.84606], [1.21388, 3.56861, 4.33948], [-0.15440, 3.78664, 4.36880], [3.49404, 4.45399, 3.86742], [4.07106, 3.53691, 3.27840], [3.30059, 2.60497, 2.48553], [3.27949, 1.29221, 2.85110], [2.54617, 0.35382, 2.10577], [1.87968, 0.69330, 0.94012], [1.21662, -0.20086, 0.23500], [1.96358, 2.07092, 0.50389], [1.33757, 2.42208, -0.65903], [1.45421, 3.65555, -1.08130], [2.18644, 4.65338, -0.40915], [2.79074, 4.33376, 0.76773], [2.68552, 3.01606, 1.27389], [-0.23886, 6.94167, 3.12690], [2.21913, 6.56818, 3.14339], [1.61877, 2.64017, 4.71754], [-0.81931, 3.02873, 4.75982], [3.80036, 0.98098, 3.74887], [2.49208, -0.67467, 2.44682], [0.95009, 3.89992, -2.01237], [2.25396, 5.64681, -0.83048], [3.36832, 5.06952, 1.30956], [3.02087, -4.64427, 1.42482], [2.42426, -5.26684, 0.22553], [2.89515, -4.50323, -1.01708], [2.24872, -3.12479, -1.14406], [2.73416, -2.21318, -0.06073], [0.72734, -3.22892, -1.11177], [0.18902, -3.95053, 0.12014], [0.36867, -3.11213, 1.31001], [0.89403, -5.29924, 0.30535], [3.97266, -4.97059, 1.55140], [2.50631, -4.89863, 2.25810], [2.76276, -2.76333, 0.81091], [2.75572, -6.30531, 0.12354], [2.64104, -5.07627, -1.91246], [3.98620, -4.41691, -1.00250], [2.54350, -2.66454, -2.08882], [2.05943, -1.31994, 0.06902], [3.67991, -1.89711, -0.26047], [0.43161, -3.80500, -1.99236], [0.28464, -2.23239, -1.22661], [-0.87153, -4.16462, -0.07140], [-0.13747, -3.49038, 2.10136], [0.04321, -2.16150, 1.14781], [0.53584, -5.98422, -0.46873], [0.59203, -5.74032, 1.26099], [-1.50016, 0.43041, -3.51708], [-1.55928, 0.75989, -5.03025], [-0.46308, 0.07820, -5.71767], [0.80690, 0.46421, -5.09720], [0.84111, 0.01202, -3.61026], [-0.46009, -0.56159, -3.23512], [-0.71090, -1.74408, -4.07091], [-0.64689, -1.36453, -5.57533], [-2.45296, 0.04210, -3.14665], [-1.26950, 1.33408, -2.94640], [-1.46555, 1.83297, -5.20598], [-2.50121, 0.43419, -5.47452], [0.91054, 1.54741, -5.18372], [1.61944, 0.01229, -5.66853], [1.06348, 0.83634, -2.92880], [1.60375, -0.75446, -3.44717], [-1.68936, -2.15090, -3.80110], [0.03952, -2.49866, -3.82867], [-1.56270, -1.65019, -6.09527], [0.18352, -1.86643, -6.07516]], "orbital_gap_ev": 7.59, "total_charge": 1, "lumo_energy_ev": -1.982, "total_energy_ha": -4624.95679}


No. 2
{"formula": "CH6N2", "method": "ωB97M-V/def2-TZVPD", "symbols": ["C", "N", "N", "H", "H", "H", "H", "H", "H"], "xyz": [[-1.67698, -0.29898, -0.12584], [2.11955, 0.35974, 0.18216], [1.16684, 0.92375, 0.64575], [-1.32328, 0.75883, -0.52337], [-2.44612, -0.68176, -0.76953], [-2.10888, -0.26533, 0.85577], [2.09787, 0.07394, -0.83384], [2.91068, 0.02903, 0.68553], [-0.73968, -0.89923, -0.11663]], "orbital_gap_ev": 9.12, "total_charge": 0, "lumo_energy_ev": 0.912, "total_energy_ha": -151.09571}


No. 3
{"formula": "C3H7ClN2", "method": "ωB97M-V/def2-TZVPD", "symbols": ["H", "N", "C", "N", "C", "C", "Cl", "H", "H", "H", "H", "H", "H"], "xyz": [[0.53224, -2.22791, 0.64902], [-0.42444, -1.91587, 0.58870], [-0.47726, -0.80158, -0.04369], [-1.67580, -0.22228, -0.41720], [0.69756, 0.12855, -0.40807], [0.66098, 1.27396, 0.55127], [2.26980, -0.80766, -0.23550], [-2.46512, -0.86838, -0.44069], [-1.72007, 0.40871, -1.18497], [0.60748, 0.39391, -1.46541], [0.87568, 0.88422, 1.56408], [1.43518, 1.98605, 0.30276], [-0.31623, 1.76829, 0.53971]], "orbital_gap_ev": 10.25, "total_charge": 0, "lumo_energy_ev": 0.775, "total_energy_ha": -688.21680, "smiles": "[H]/N=C(/N)[C@@H](C)Cl"}


No. 4
{"formula": "C13H12F3N3O4S", "method": "ωB97M-V/def2-TZVPD", "symbols": ["C", "O", "C", "O", "C", "N", "C", "O", "C", "C", "C", "C", "O", "N", "C", "N", "C", "C", "C", "S", "C", "F", "F", "F", "H", "H", "H", "H", "H", "H", "H", "H", "H", "H", "H", "H"], "xyz": [[2.90382, -1.69949, 3.53847], [1.87274, -1.36259, 2.59924], [2.31169, -0.58730, 1.55430], [3.38526, 0.03319, 1.50502], [1.33794, -0.48785, 0.34203], [-0.08807, -0.47422, 0.67803], [-0.68203, 0.37318, 1.63769], [-0.01125, 1.02030, 2.44642], [-2.16408, 0.45181, 1.66725], [-2.93379, 1.11501, 2.59125], [-4.31701, 0.85805, 2.19712], [-4.26730, 0.15539, 1.00898], [-2.94372, -0.10716, 0.66595], [1.46016, 0.83865, -0.33616], [1.04990, 1.14880, -1.64485], [0.17568, 0.40662, -2.26182], [-0.13253, 0.94853, -3.50288], [-1.06965, 0.25719, -4.48966], [0.52199, 2.09506, -3.81534], [1.58320, 2.56169, -2.53535], [1.73748, -1.76869, -0.51098], [2.27356, -2.76789, 0.21101], [0.70077, -2.32867, -1.20411], [2.66322, -1.42866, -1.42100], [2.49428, -2.26780, 4.37204], [3.36474, -0.81011, 3.92107], [3.69144, -2.32279, 3.10084], [-0.68987, -0.75738, -0.12178], [-2.52293, 1.62705, 3.44342], [-5.18302, 1.09393, 2.78087], [-5.14035, -0.15290, 0.37588], [2.09817, 1.51811, 0.07096], [-2.04462, 0.16789, -4.01685], [-1.15921, 0.80143, -5.42789], [-0.71117, -0.77227, -4.63851], [0.43455, 2.62388, -4.78064]], "orbital_gap_ev": 8.79, "total_charge": 0, "lumo_energy_ev": 0.534, "total_energy_ha": -1665.59204, "smiles": "COC(=O)[C@@](NC(=O)c1ccco1)(Nc1nc(C)cs1)C(F)(F)F"}


No. 5
{"formula": "C6H15OPS", "method": "ωB97M-V/def2-TZVPD", "symbols": ["C", "O", "P", "C", "S", "C", "C", "C", "C", "H", "H", "H", "H", "H", "H", "H", "H", "H", "H", "H", "H", "H", "H", "H"], "xyz": [[2.10413, -1.45079, 1.24097], [1.55256, -1.30869, -0.09139], [1.03208, 0.10665, -0.56844], [0.91249, -0.26875, -2.29101], [2.33230, 1.47563, -0.23560], [-0.95813, 0.44112, 0.35001], [-1.91118, -0.72703, -0.02578], [-0.73184, 0.65399, 1.88019], [-1.29213, 1.65384, -0.53720], [2.39506, -2.53363, 1.17230], [1.40529, -1.00003, 1.90688], [3.09850, -0.99096, 1.33676], [0.37968, -1.17642, -2.53528], [0.33983, 0.43590, -3.01240], [2.01812, -0.14091, -2.60634], [-2.76687, -0.33475, -0.57759], [-1.36031, -1.36654, -0.68357], [-2.10485, -1.40394, 0.80706], [-0.20118, 1.53511, 1.98905], [-0.24025, -0.17389, 2.25528], [-1.79891, 0.55181, 2.41508], [-1.01172, 1.48963, -1.53809], [-2.33055, 1.99808, -0.51408], [-0.86210, 2.53459, -0.13683]], "orbital_gap_ev": 9.02, "total_charge": 0, "lumo_energy_ev": 0.761, "total_energy_ha": -1052.35227, "smiles": "CO[P@](C)(=S)C(C)(C)C"}


No. 6
{"formula": "C9H12O4", "method": "ωB97M-V/def2-TZVPD", "symbols": ["C", "O", "C", "C", "C", "O", "C", "C", "O", "C", "O", "C", "C", "H", "H", "H", "H", "H", "H", "H", "H", "H", "H", "H", "H"], "xyz": [[-3.38044, -1.56096, 0.04576], [-2.08686, -2.06919, 0.01457], [-1.12675, -1.16926, 0.01947], [0.15946, -1.65515, -0.04222], [1.24419, -0.80446, 0.02846], [2.44535, -1.47574, -0.00464], [3.65887, -0.73880, -0.04471], [1.05569, 0.56180, 0.01794], [2.03157, 1.51563, 0.16610], [-0.24582, 1.07749, -0.03689], [-0.39839, 2.41348, -0.09335], [-1.70477, 2.96350, -0.01303], [-1.36463, 0.20843, -0.03930], [-3.50104, -0.78924, -0.78181], [-4.03596, -2.42166, -0.14694], [-3.59312, -1.09524, 1.04001], [0.38736, -2.72412, -0.17909], [4.44325, -1.52401, -0.00672], [3.77206, -0.21192, -0.96907], [3.75361, 0.00537, 0.75089], [1.55706, 2.37831, 0.00866], [-1.52038, 4.03365, -0.09056], [-2.29609, 2.62448, -0.86808], [-2.28728, 2.76090, 0.93458], [-2.38762, 0.59453, 0.03391]], "orbital_gap_ev": 8.30, "total_charge": 0, "lumo_energy_ev": 0.663, "total_energy_ha": -651.03715, "smiles": "COc1cc(OC)c(O)c(OC)c1"}


No. 7
{"formula": "C4H5NO2", "method": "ωB97M-V/def2-TZVPD", "symbols": ["N", "C", "C", "C", "O", "C", "O", "H", "H", "H", "H", "H"], "xyz": [[-2.12844, -0.48303, -0.23215], [-1.04070, 0.30858, 0.03768], [0.22768, -0.42526, 0.16988], [1.45782, 0.18296, 0.14848], [2.60995, -0.51071, 0.01645], [1.55819, 1.51250, 0.61301], [-1.15982, 1.52267, 0.16566], [-2.97983, 0.00835, -0.45990], [-2.01454, -1.40659, -0.61797], [0.18022, -1.50065, 0.34490], [2.39476, -1.41150, -0.26570], [0.89470, 2.20268, 0.07966]], "orbital_gap_ev": [7.79, 7.89], "total_charge": 0, "lumo_energy_ev": [-1.177, -0.857], "total_energy_ha": -360.51904}


No. 8
{"formula": "C12H19NO2S2", "method": "ωB97M-V/def2-TZVPD", "symbols": ["O", "S", "O", "N", "C", "C", "C", "C", "C", "C", "C", "C", "C", "C", "C", "C", "S", "H", "H", "H", "H", "H", "H", "H", "H", "H", "H", "H", "H", "H", "H", "H", "H", "H", "H", "H"], "xyz": [[1.84983, 1.10976, -2.17730], [2.24070, 1.51226, -0.92886], [2.79440, 2.91465, -0.72182], [0.77476, 1.41553, -0.01945], [0.04327, 0.08506, 0.38090], [-1.09594, 0.27893, 1.53196], [-2.16010, 1.41898, 0.88729], [-3.08400, 1.18626, -0.15525], [-3.47755, -0.38389, -0.10972], [-2.82645, -1.43179, -0.98521], [-1.24917, -1.85626, -0.75461], [-0.37181, -0.44882, -0.85933], [3.11596, 0.29073, -0.10465], [4.08786, 0.47934, 0.89350], [4.79551, -0.53719, 1.08497], [4.42688, -1.71779, 0.20108], [3.29105, -1.23360, -0.81299], [0.87318, 1.87144, 0.65438], [0.87747, -0.33000, 0.78328], [-1.46731, -0.53557, 1.49951], [-0.51385, 0.60048, 2.27046], [-1.61309, 2.30876, 0.72749], [-2.63945, 1.56109, 1.86494], [-2.64051, 1.28707, -1.22674], [-3.87549, 1.46163, -0.24021], [-3.45390, -0.88303, 0.74078], [-4.55434, -0.32879, -0.67824], [-2.82841, -0.86592, -2.06118], [-3.34983, -2.30595, -0.95030], [-1.22372, -2.16763, 0.27654], [-0.86686, -2.36680, -1.56828], [-0.83979, 0.25328, -1.70819], [0.44414, -0.72580, -1.33695], [4.20001, 1.66752, 1.35678], [5.48356, -0.76836, 1.92415], [4.83300, -2.81558, 0.32128]], "orbital_gap_ev": 9.09, "total_charge": 0, "lumo_energy_ev": 0.074, "total_energy_ha": -1469.81955, "smiles": "O=S(=O)(NC1CCCCCCC1)c1cccs1"}